No. 1
Formula: C8H6LaN2O5
Source: OMol25
Level of theory: ωB97M-V/def2-TZVPD

Positions of all 22 atoms, in Å:
O  0.000  -0.001  -6.241
C  0.000  -0.001  -5.086
La  0.000  0.000  -2.732
O  -1.804  -3.041  -2.052
C  -1.222  -2.060  -2.141
C  1.222  2.061  -2.141
O  1.803  3.042  -2.054
C  -2.060  1.222  -2.141
O  -3.041  1.804  -2.051
C  2.060  -1.222  -2.140
O  3.041  -1.803  -2.050
C  1.082  -0.695  3.242
N  0.000  0.000  2.544
C  -1.082  0.695  3.242
C  0.000  0.000  1.239
N  0.000  0.000  0.075
H  0.901  -0.579  4.306
H  2.051  -0.257  2.969
H  1.086  -1.759  2.969
H  -1.086  1.759  2.969
H  -2.051  0.257  2.969
H  -0.901  0.579  4.306

The net charge is +3. The electronic energy is -824.52164 Eh. The largest force on an atom comes out at 0.202 Eh/bohr. Its molecular weight is 349.1 g mol⁻¹.

No. 2
Formula: C4H10F2P
Source: OMol25
Level of theory: ωB97M-V/def2-TZVPD

Positions of all 17 atoms, in Å:
C  -0.315  -0.497  -1.594
C  0.205  1.893  1.392
C  -1.445  0.392  -1.001
C  0.426  0.423  1.583
F  1.701  -3.165  -1.308
F  -1.011  -1.847  0.916
P  -0.426  -0.538  0.181
H  0.592  -0.054  -1.976
H  2.561  -3.520  -1.455
H  -0.531  -1.363  -2.327
H  0.573  2.483  2.201
H  0.841  2.241  0.533
H  -0.818  1.961  1.020
H  -2.481  -0.053  -1.086
H  -1.271  1.516  -1.026
H  -0.041  -0.017  2.518
H  1.439  0.144  1.429

The net charge is +1. The electronic energy is -699.19361 Eh. The calculation puts the energy above the lowest of the compared OMol25 structures with the same formula, charge and spin at 54.26 kcal/mol. The largest force on an atom comes out at 0.052 Eh/bohr. Its molecular weight is 127.1 g mol⁻¹.

Number 1: lowest unoccupied orbital energy -14.2 eV, frontier orbital gap 0.16890 hartree. Number 2: lowest unoccupied orbital energy -3.7 eV, frontier orbital gap 0.44308 hartree.